# 1
53
Properties=species:S:1:pos:R:3 method="wB97M-V/def2-TZVPD" s2=6.07 spin_multiplicity=5 lumo_ha="-0.1645 / -0.2217" charge=+1 e_homo_ev="-11.487 / -11.931"
Os 1.2490 0.7946 -0.7914
Cl 3.4510 1.7366 -1.6732
Cl 5.0369 4.5017 -1.2853
Cl 0.4283 6.5694 0.7931
Cl -0.6951 3.7210 1.0587
Cl 3.3945 6.9491 -0.2585
F -0.2104 -3.2773 -2.3726
F 1.4426 -2.9895 -3.8095
F 1.7574 -3.8845 -1.8284
O 1.8516 -1.3271 -0.8555
O 0.8981 -0.5885 -2.6480
O 1.7802 0.2596 1.4770
O -0.7946 1.7251 -2.1877
N -0.5298 0.2058 0.0316
N -0.7623 -0.8796 0.7103
C 1.5854 2.8066 -0.2007
C -0.8213 -5.4324 2.7782
C -0.1981 -2.8977 1.8099
C 0.3223 -4.7599 3.2073
C 1.8181 -2.8227 3.1931
C -3.1570 2.0802 -1.8090
C -1.9181 1.5552 -1.4713
C 0.1451 -1.4863 1.4597
C -4.0211 1.5689 0.3821
C 3.4350 4.2993 -0.6830
C 2.2133 -1.6123 2.7632
C -1.6707 -4.8145 1.8846
C 1.4513 -0.9181 1.8124
C 0.6521 -3.5091 2.7668
C -1.7969 0.8649 -0.2689
C -4.1209 2.1529 -0.8487
C 1.3939 5.1928 0.2997
C -2.8586 0.8459 0.6707
C 2.8048 3.1006 -0.7654
C -0.8140 1.6367 -3.5944
C 1.0868 -2.9534 -2.4753
C 0.8827 3.8884 0.3828
C -1.3233 -3.5372 1.4116
C 1.3238 -1.5546 -1.9570
C 2.7001 5.3694 -0.1733
H -3.3282 2.6103 -2.7458
H -4.8630 1.6774 1.0293
H -1.0834 -6.3770 3.2331
H -2.5514 -5.3292 1.4834
H -5.0911 2.5920 -1.1715
H -1.9466 -3.0118 0.6500
H -1.0286 2.6193 -4.0402
H 0.8642 -5.1944 4.0112
H -2.8118 0.2797 1.5947
H 0.1686 1.3665 -3.8944
H -1.4592 0.8122 -3.9108
H 3.2112 -1.2304 3.0179
H 2.5073 -3.3947 3.8073


# 2
62
Properties=species:S:1:pos:R:3 method="wB97M-V/def2-TZVPD" spin_multiplicity=1 lumo_ha=-0.0585 e_homo_ev=-9.525
S -0.0094 0.2845 -3.0076
S -1.0142 -1.9969 3.5781
F 0.7073 -3.4618 -5.2029
F -2.2321 -0.7232 -4.1487
F -3.2280 -1.0312 4.7326
F -1.4701 -1.1206 5.9538
F -1.4339 -3.3193 -5.4756
F -0.8038 -1.2438 -6.6169
F -1.6028 0.4489 4.5067
F -1.2073 0.8142 -5.2680
F 1.0248 -0.9043 -5.5457
F -0.5537 -2.8335 -3.5598
O 1.0107 -0.6677 -2.7010
O -1.7691 -3.2125 3.5712
O 0.5694 1.5344 -3.4173
O -4.0179 1.8048 -4.2702
O 3.1435 0.4617 -0.1302
O 2.0635 0.2398 1.7189
O 0.3195 -2.0646 4.0789
N -0.2167 -1.0671 -0.2519
N 2.7057 0.8986 0.9091
N -1.9980 -0.2619 1.8483
N -2.0849 2.4249 -3.0655
N 2.6265 -4.8012 1.5809
C 2.1090 -2.4697 1.1755
C 2.9767 -3.5314 1.3806
C 2.6990 4.1689 2.6949
C -0.3765 -2.7639 -4.8774
C -1.1028 -1.1996 1.9515
C 1.3159 -5.0284 1.5366
C 2.4813 2.8301 2.4139
C 3.6399 3.0904 0.3084
C -3.1452 2.2122 -3.6542
C -1.1272 0.6554 -1.6594
C -2.0296 1.6824 -1.8415
C 0.3317 -4.0710 1.3427
C 3.8511 4.4290 0.5953
C -1.9223 -0.8265 4.7291
C -3.8705 1.7726 1.4865
C -2.9131 1.3751 0.3768
C -1.1047 -0.0443 -0.4099
C -1.9805 0.3204 0.6211
C -2.9446 2.0391 -0.8090
C -0.2135 -1.6428 0.9265
C -1.0166 -0.2646 -4.4946
C -0.2433 -1.2865 -5.3897
C 0.7507 -2.7582 1.1425
C 3.3793 4.9683 1.7852
C 2.9521 2.3101 1.2209
H -0.7180 -4.3365 1.3504
H -4.6355 0.9930 1.5566
H 2.3354 4.5907 3.6219
H 1.9498 2.2090 3.1205
H -3.6313 2.8525 -1.0116
H -3.3629 1.8810 2.4432
H 0.9903 -6.0591 1.6705
H 4.3814 5.0532 -0.1106
H 2.4308 -1.4292 1.0426
H 4.0066 2.6714 -0.6175
H 4.0436 -3.3112 1.3793
H 3.5416 6.0158 2.0039
H -4.3569 2.7000 1.1816


# 3
48
Properties=species:S:1:pos:R:3 method="wB97M-V/def2-TZVPD" s2=0.77 spin_multiplicity=2 relative_energy_kcal_mol=0.0 lumo_ha="-0.0005 / -0.0102" e_homo_ev="-7.710 / -7.275"
V -0.4102 2.3184 -1.4163
Cl 3.2425 1.5023 -2.0284
Cl 4.3271 3.1212 3.0252
Cl 1.3053 3.9147 3.3854
Cl 5.2954 1.9503 0.3016
Cl -0.6896 3.5071 0.9424
P -0.6400 0.1733 -0.4594
O -0.7225 1.5718 -3.0769
O -1.4418 0.3169 -4.7544
C 0.7246 -2.9798 -3.5463
C 1.8795 -0.1680 3.3700
C 1.7159 -0.3277 0.9757
C -2.3057 -0.4218 -0.0048
C 3.2234 2.9464 1.7182
C 1.4011 2.5804 -0.4101
C -3.3442 0.5018 0.0354
C 3.6525 2.4249 0.4942
C -0.0736 -1.0470 -1.6934
C 0.8931 -3.2113 -2.1900
C 0.5084 0.0251 3.4489
C -0.8730 0.4145 -3.6967
C -4.8783 -1.2137 0.7129
C 1.0470 3.1177 0.8072
C -0.2453 -0.8170 -3.0660
C 0.3368 -0.1310 1.0471
C -0.2608 0.0423 2.2935
C -3.8470 -2.1455 0.6739
C 0.4866 -2.2544 -1.2752
C -2.5685 -1.7525 0.3177
C 2.4805 -0.3509 2.1314
C -4.6283 0.1106 0.3936
C 0.1457 -1.7980 -3.9733
C 1.8859 3.3007 1.8911
C 2.7392 2.2480 -0.5419
H -1.3306 0.1992 2.3655
H 0.0337 0.1692 4.4108
H -4.0432 -3.1809 0.9203
H 2.4811 -0.1717 4.2697
H -3.1509 1.5397 -0.2148
H 1.0382 -3.7199 -4.2708
H 3.5517 -0.4958 2.0617
H 1.3375 -4.1343 -1.8408
H -0.0180 -1.6084 -5.0249
H -5.8774 -1.5245 0.9895
H 0.6181 -2.4454 -0.2179
H -1.7713 -2.4848 0.2876
H -5.4281 0.8389 0.4194
H 2.1975 -0.4512 0.0127


# 4
49
Properties=species:S:1:pos:R:3 method="wB97M-V/def2-TZVPD" spin_multiplicity=1 smiles="N#Cc1c(Oc2ccc(-c3nc4cc(C(=O)O)ccc4[nH]3)cc2)nc(S)nc1-c1ccc(Cl)cc1" lumo_ha=-0.0357 e_homo_ev=-8.796
Cl 7.6620 0.8108 5.9696
S 2.5861 -5.0782 1.3248
O -6.6215 3.5485 -5.8431
O -0.6721 -1.5968 2.8709
O -5.5016 2.8284 -7.7405
N -1.6372 0.8619 -3.4354
N 0.8426 -3.2213 2.2754
N 3.0581 -3.0250 2.8742
N 0.7624 0.6484 5.1049
N -3.5768 1.0027 -2.3763
C 5.5316 0.7395 4.2255
C -2.1478 2.3319 -5.4954
C -3.2323 2.9468 -6.1569
C -0.2422 -1.2262 0.3062
C -2.3907 0.5888 -2.2529
C 1.1910 -0.0223 4.2258
C -4.5082 2.7676 -5.6232
C 1.5547 -1.1158 3.3938
C -2.2290 -0.4465 1.4623
C 0.6322 -1.9823 2.8687
C -1.9978 -0.1088 -1.0419
C 2.8396 -1.7793 3.4251
C 2.0684 -3.6644 2.3666
C 6.2495 0.1239 5.2148
C -2.3871 1.6201 -4.2829
C -0.8227 -0.8169 -0.9540
C -0.9929 -1.1158 1.5896
C -5.6575 3.0936 -6.3947
C 4.4263 0.0547 3.6127
C -4.7038 2.1588 -4.3634
C -2.7498 0.0858 0.2038
C 5.9969 -1.2167 5.5677
C 4.9801 -1.9316 4.9939
C -3.6397 1.6669 -3.6537
C 4.0642 -1.2412 4.0905
H -0.2750 -0.9088 -1.8696
H -2.9306 -0.1721 2.2400
H 3.7782 0.6151 2.9727
H 4.7319 -2.9123 5.3627
H 5.8360 1.7987 3.9666
H -0.6755 0.7786 -3.5499
H 0.7901 -1.6953 0.2530
H -1.2503 2.3563 -5.9787
H -4.5690 2.5258 -7.9087
H -3.6417 0.6624 0.1706
H 1.3358 -5.2025 0.7583
H -5.6179 2.0383 -3.8808
H 6.7661 -1.6831 6.1960
H -3.0132 3.5091 -7.0844


# 5
51
Properties=species:S:1:pos:R:3 method="wB97M-V/def2-TZVPD" spin_multiplicity=1 relative_energy_kcal_mol=8.2 lumo_ha=-0.1919 charge=+1 e_homo_ev=-10.851
Pb -0.8418 0.2805 0.0994
Cl 4.7088 1.6204 2.5513
Cl 0.3190 1.3450 5.6599
Cl -1.3653 0.5312 3.1884
Cl 3.0247 0.8447 0.1120
Cl 3.3703 1.9239 5.3291
S -1.6091 -2.1707 1.2016
S -1.7604 2.8150 -0.1219
S 0.0914 1.3596 -2.2418
S -2.3061 -0.9958 -1.8358
N 0.6436 -1.3668 -1.0545
C 1.8503 3.4777 -1.8187
C 0.3257 0.8014 3.0108
C -0.2237 3.4919 -0.5794
C 1.3070 5.3422 -0.3967
C 0.8935 0.6900 1.7500
C 3.0345 1.3021 2.7314
C 0.1167 4.7394 -0.0526
C 2.8528 -2.9755 -1.4200
C 1.7594 -3.4308 -0.6996
C 1.0715 1.1720 4.1307
C -5.4813 -3.0840 0.5913
C -4.2347 -2.8984 1.1597
C -4.7197 -2.0655 -1.4411
C -3.4554 -1.8582 -0.8817
C 1.5306 0.3121 -2.6285
C 1.6444 -0.9565 -1.8270
C -3.2072 -2.3276 0.4205
C 2.2489 0.9425 1.6321
C 0.6620 2.8606 -1.4732
C 2.7787 -1.7384 -2.0287
C 0.6558 -2.6033 -0.5486
C 2.1752 4.7096 -1.2785
C 2.4367 1.4271 3.9843
C -5.7139 -2.6836 -0.7211
C -0.5845 -3.1913 0.0562
H -4.8870 -1.7210 -2.4495
H -0.3237 -4.0824 0.6259
H 1.5536 6.3099 0.0164
H 2.5264 3.0158 -2.5211
H -1.2609 -3.4859 -0.7479
H 3.5836 -1.3769 -2.6471
H 1.3643 0.0155 -3.6708
H 3.0974 5.1928 -1.5614
H 1.7506 -4.4215 -0.2745
H -6.6773 -2.8342 -1.1782
H -4.0474 -3.2194 2.1731
H -0.5887 5.2141 0.6136
H -6.2640 -3.5546 1.1638
H 3.7297 -3.5906 -1.5341
H 2.4452 0.8961 -2.5675


# 6
50
Properties=species:S:1:pos:R:3 method="wB97M-V/def2-TZVPD" spin_multiplicity=1 lumo_ha=-0.1804 charge=+1 e_homo_ev=-10.632
Au 0.4008 -0.2270 0.2266
S -3.8757 2.1651 -2.1025
S -1.8417 -0.8377 -0.0947
O -4.2119 3.3190 -1.3337
O -3.6051 2.2899 -3.4976
N 2.4379 -0.0725 0.7086
N 0.8106 1.6968 -0.4674
N 0.7499 -2.1205 1.1023
N -2.5456 1.4090 -1.3679
C -2.8868 0.2639 -0.9191
C 4.7362 2.8401 0.1254
C 2.5442 3.3380 -0.6744
C -0.1368 -3.0809 1.2602
C -6.9630 -0.5095 -1.6991
C 2.4395 -3.4775 2.1266
C -0.0568 2.5107 -1.0402
C 2.9588 -1.1909 1.3161
C 2.9982 1.1374 0.3591
C -4.9135 -1.3447 -0.7282
C -4.2951 -0.1654 -1.1132
C -6.2590 -1.5040 -1.0303
C -6.3409 0.6730 -2.0854
C 3.8839 3.7233 -0.4710
C 2.0432 -2.2669 1.5154
C 2.1121 2.0602 -0.2631
C 4.3038 1.5687 0.5344
C 1.6037 4.1972 -1.2843
C 0.3111 3.7894 -1.4678
C -5.0072 0.8185 -1.7801
C 3.7713 -3.6398 2.5561
C 1.4742 -4.4928 2.2867
C 4.2544 -1.4092 1.7596
C 0.1894 -4.2999 1.8566
C 4.6481 -2.6121 2.3672
H -0.5700 -5.0594 1.9657
H -6.8847 1.4494 -2.6064
H 1.7709 -5.4231 2.7544
H 5.0175 -0.6628 1.6570
H 5.7701 3.1077 0.2944
H 5.0404 0.9397 0.9942
H -6.7630 -2.4157 -0.7394
H -8.0107 -0.6572 -1.9226
H -4.3619 -2.1155 -0.2078
H -1.0681 2.1469 -1.1679
H -1.1400 -2.8897 0.9059
H 4.0713 -4.5675 3.0232
H 5.6762 -2.7113 2.6878
H 1.9331 5.1790 -1.6000
H -0.4269 4.4267 -1.9316
H 4.2137 4.7032 -0.7875


# 7
54
Properties=species:S:1:pos:R:3 method="wB97M-V/def2-TZVPD" spin_multiplicity=1 relative_energy_kcal_mol=5.7 lumo_ha=-0.1474 charge=+1 e_homo_ev=-10.146
I -0.1077 -7.0074 -0.0916
Zr 0.0712 -1.9340 1.2036
Cl -4.7706 -6.7828 3.1787
F 2.4522 -3.4132 3.2676
F 1.8870 -1.4122 0.8052
O -0.7767 -0.0945 1.4366
O -0.1502 -3.9311 0.9449
O 4.3132 5.8161 -0.5605
N -0.6016 -1.3759 -0.8718
N -1.8221 -2.6268 2.4178
N -0.5585 2.8073 -3.3291
N 0.1448 3.7885 -3.6062
C 2.1652 3.3668 -2.2469
C -0.7437 2.0395 0.3233
C -0.4980 2.1255 -2.0873
C -2.5378 -6.6229 1.7041
C 1.2091 4.2261 -2.7724
C -0.4893 -2.0568 -2.0037
C -0.6160 -0.0057 -0.9185
C 1.3561 5.6016 -2.5994
C -0.5112 0.7102 -2.1261
C -0.4222 -1.4240 -3.2460
C -3.4143 -5.9531 2.5086
C 3.3309 5.2331 -1.2790
C -4.0634 -3.7769 3.5978
C -1.4167 -5.9726 1.1445
C -1.1862 -4.6486 1.4088
C 3.2296 3.8622 -1.5096
C -0.7133 0.6679 0.3225
C 2.3867 6.0988 -1.8350
C -0.4296 -0.0511 -3.3085
C -0.6417 2.7596 -0.8763
C -2.6361 -1.9035 3.1700
C 5.2977 4.9808 0.0256
C -3.7682 -2.4492 3.7809
C -2.1022 -3.9505 2.2302
C -3.2246 -4.5767 2.7978
B 1.5925 -2.5183 3.4401
H 2.5041 7.1616 -1.6723
H 5.8713 4.4510 -0.7382
H -4.9371 -4.2181 4.0581
H -2.7036 -7.6697 1.4916
H -0.3798 0.4615 -4.2608
H 2.1038 2.3023 -2.4343
H -0.4594 -3.1368 -1.9190
H -4.4005 -1.8157 4.3854
H -0.3570 -2.0244 -4.1414
H -2.3868 -0.8549 3.2757
H -0.8403 2.5622 1.2656
H 3.9748 3.1780 -1.1321
H 0.6403 6.2662 -3.0658
H 5.9589 5.6399 0.5793
H 4.8462 4.2601 0.7116
H -0.6694 3.8404 -0.8440


# 8
59
Properties=species:S:1:pos:R:3 method="wB97M-V/def2-TZVPD" s2=0.79 spin_multiplicity=2 relative_energy_kcal_mol=22.9 lumo_ha="-0.1810 / -0.2403" charge=+1 e_homo_ev="-12.491 / -12.723"
Pd 0.1981 0.6545 -0.0413
As -2.5788 2.5401 -0.1758
S 2.1558 1.9725 -0.2398
F -2.6293 4.2183 0.1118
F -2.3758 0.7870 -0.4642
F -1.6678 2.2771 1.3225
F -0.9756 2.7245 -0.9548
F -3.3211 2.6748 -1.7151
F -4.0510 2.2311 0.6326
O 7.1676 -2.3208 1.3181
O 6.8736 -2.6861 -0.8467
N 0.0646 0.3318 -2.0466
N 0.2202 0.3282 1.9618
N -4.0407 -7.2202 0.1131
N -0.1514 -0.3389 4.6078
N -0.4862 -0.3466 -4.6594
N -0.3889 -1.2216 -0.0234
C 4.3007 0.6096 -1.1566
C -0.8076 -1.7334 -1.1841
C 3.6083 0.0853 1.1099
C 0.0104 0.8347 -4.3432
C -1.8340 -3.5407 0.0302
C 0.2955 1.1917 -3.0248
C 0.3215 0.8438 4.2544
C -3.0153 -5.4433 -1.1137
C -0.3080 -0.8742 2.2997
C -0.4828 -0.8734 -2.3449
C -0.4699 -1.1882 3.6394
C -2.5994 -4.8139 0.0590
C -3.6471 -6.6277 1.2317
C 5.4810 -1.0438 0.1191
C -3.7261 -6.6312 -1.0320
C 6.5724 -2.0823 0.1389
C 5.3046 -0.3287 -1.0648
C -1.5249 -2.9136 -1.1836
C 0.5131 1.1949 2.9196
C -0.7351 -1.1934 -3.6671
C 3.4197 0.8181 -0.0780
C 4.6334 -0.8300 1.2083
C -2.9325 -5.4397 1.2598
C -0.7158 -1.7365 1.1650
C -1.4310 -2.9161 1.2187
H 2.9403 0.2511 1.9438
H 6.9200 -1.6698 1.9841
H -1.1520 -2.1561 -3.9347
H 5.9661 -0.5276 -1.8964
H -0.8715 -2.1481 3.9386
H 0.5561 1.5477 5.0421
H 0.1918 1.5369 -5.1464
H -2.6574 -5.0378 2.2231
H 4.7539 -1.4001 2.1212
H -2.8076 -5.0449 -2.0951
H 0.8937 2.1593 2.6152
H -3.9129 -7.1219 2.1586
H 0.6986 2.1570 -2.7553
H -1.8679 -3.3236 -2.1196
H -4.0555 -7.1284 -1.9366
H -1.7015 -3.3281 2.1773
H 4.1666 1.1901 -2.0598


# 9
59
Properties=species:S:1:pos:R:3 method="wB97M-V/def2-TZVPD" spin_multiplicity=1 lumo_ha=-0.0338 e_homo_ev=-7.750
Br 5.1803 -2.8439 3.0964
Br 0.1750 -5.9334 -2.3934
S -1.7928 -0.7971 1.5448
S 4.3545 -0.9349 -1.8347
S 2.6960 1.5985 -3.1327
F -3.7395 1.9415 3.9636
F -2.0634 1.6002 5.2821
F -2.9061 -0.0376 4.1704
O 4.7441 -2.0287 -0.9809
O 5.2150 0.2176 -1.9517
N 2.8776 -0.5400 -1.3729
N 3.7240 -3.0931 -7.3243
N -0.3270 1.2688 1.0180
N 1.0455 0.8224 -1.3246
N 1.6136 -0.7037 1.0944
N 0.1150 -1.6417 -0.6934
C 0.1394 -4.1904 -1.6897
C 0.9910 -2.5369 -0.2309
C 3.4320 -0.6647 2.6190
C 1.8917 -1.9800 0.8004
C -0.7418 -1.9927 -1.6445
C 0.4503 1.8793 -1.9856
C 4.7607 -0.9249 -4.5395
C 4.6062 -1.4234 -5.8225
C 2.3608 -0.0632 1.9868
C 1.0351 -3.8374 -0.6968
C 2.2326 0.5005 -1.8463
C 1.1742 2.4188 -2.9805
C 0.1740 2.5047 1.1354
C 2.9392 -2.6610 1.3788
C 3.2433 -3.2110 -4.9600
C -2.5875 1.2428 4.0834
C 3.8460 -2.5696 -6.0496
C 3.4029 -2.7140 -3.6838
C -1.1179 2.8900 3.0671
C 3.7193 -1.9799 2.2976
C 4.1610 -1.5664 -3.4684
C -1.6276 1.6140 2.9767
C -0.7650 -3.2649 -2.1828
C -1.2590 0.7726 1.8900
C -0.2016 3.3688 2.1311
Be 0.3835 -0.0244 0.0473
H 5.3468 -0.0342 -4.3585
H 0.9163 3.2551 -3.6065
H 2.6621 -4.1115 -5.1251
H 5.0810 -0.9245 -6.6590
H 2.0905 0.9636 2.1954
H 3.9330 -2.4856 -8.0966
H -1.4364 -1.2302 -1.9716
H 1.7523 -4.5493 -0.3175
H 3.1768 -3.6767 1.1031
H 0.9048 2.7918 0.3893
H -1.4706 -3.5232 -2.9577
H 0.2081 4.3657 2.1861
H -1.4287 3.5228 3.8890
H 2.9725 -3.7386 -7.4912
H -0.5299 2.2051 -1.6706
H 2.9534 -3.2189 -2.8396
H 4.0291 -0.1161 3.3313